An isolated molecule of C4H8N3O2P. Source: OMol25; level of theory: ωB97M-V with the def2-TZVPD basis set.

Properties
E_HOMO in eV: -8.573
ΔE to the lowest compared entry with this formula, charge and spin in kcal/mol: 7.6
Frontier orbital gap in eV: 9.2
Net charge: 0
SMILES: N=C=CCN/C=N\[P@H](=O)O

The geometry in XYZ format:
```
18
Properties=species:S:1:pos:R:3:forces:R:3:nbo_charge:R:1
P -1.828085 0.178064 0.669365 2.202 1.361 1.241 2.08
O -3.083670 0.981145 1.269827 0.228 -0.020 -1.426 -0.99
O -1.717441 0.202899 -0.806685 -0.685 -0.161 0.945 -1.08
N 1.609286 -0.066099 1.053213 -0.210 0.252 -1.082 -0.59
N 0.134572 -0.505314 -3.551459 1.704 0.447 1.348 -0.62
N -0.515037 0.874576 1.555466 -1.872 -0.117 -1.236 -0.92
C 0.755698 0.807023 1.646067 -0.798 -1.878 0.127 0.36
C 1.407425 -0.142703 -1.439894 1.217 3.944 0.252 -0.46
C 1.214968 -0.837353 -0.141944 -0.309 -1.263 1.533 -0.24
C 0.587259 -0.090935 -2.481942 0.162 -2.591 -0.861 0.47
H 1.949387 0.882842 -1.288990 -0.581 -1.988 -0.498 0.23
H 0.157800 -1.062059 -0.072311 -0.148 -0.140 0.227 0.22
H 1.696192 -1.812704 0.088178 0.095 0.385 -1.148 0.21
H -3.366982 0.805254 2.160441 0.161 -0.220 0.568 0.51
H -1.931016 -1.051578 1.346234 -0.152 -0.136 -0.395 -0.14
H -0.773722 -0.287568 -3.852423 -1.508 0.706 -0.241 0.38
H 2.561547 -0.219364 1.376872 -0.547 0.600 -0.019 0.41
H 1.141820 1.343872 2.469984 1.043 0.817 0.663 0.17
```
Forces are in eV/Å.

---

A cluster of 2 separate species, C10H20 in total. Source: OMol25; level of theory: ωB97M-V with the def2-TZVPD basis set.

Properties
E_HOMO in eV: -8.960
ΔE to the lowest compared entry with this formula, charge and spin in kcal/mol: 42.8
Frontier orbital gap in eV: 9.9
Net charge: 0
SMILES: C=C(C)CC.C=C(C)CC

The geometry in XYZ format:
```
30
Properties=species:S:1:pos:R:3:forces:R:3:nbo_charge:R:1
C 0.397591 0.256055 3.012940 1.689 0.016 -1.225 0.05
C 0.770468 -1.230423 5.077432 0.652 0.030 -0.429 -0.61
C 0.547383 -0.147885 -2.322630 -0.075 -0.733 -0.313 -0.65
C -0.969633 0.816831 3.359462 0.169 -0.403 0.178 -0.67
C 0.024547 -0.240517 -5.405929 1.102 -0.008 -0.660 -0.60
C -0.672404 0.314480 -3.072923 -1.039 3.325 2.412 0.04
C 0.830940 0.117816 1.728948 -0.569 -0.678 1.513 -0.44
C -1.027754 -0.281569 -4.341520 -1.381 -1.453 -1.093 -0.45
C 1.377703 -0.101075 4.193812 -1.884 0.973 -0.484 -0.43
C -1.496169 1.243008 -2.505751 1.165 -0.538 -0.511 -0.42
H -1.299202 -1.328127 -4.103895 -0.066 0.129 -0.459 0.20
H -1.905471 0.193306 -4.820633 0.102 -0.149 0.875 0.21
H 1.509026 -1.567439 5.824126 -0.365 0.091 -0.218 0.21
H 0.759245 0.356620 -1.364929 -0.368 -0.047 -0.573 0.22
H 2.409583 -0.275343 3.832843 -0.709 -0.203 0.137 0.21
H 1.776764 -0.414412 1.576066 -0.243 0.448 -0.164 0.19
H 0.201291 0.300296 0.850615 0.222 0.150 0.443 0.19
H -1.658759 -0.044326 3.370955 -0.046 0.452 0.146 0.22
H 1.372808 0.856153 4.749816 0.400 -0.475 0.172 0.20
H 0.252642 -1.190028 -2.113637 0.724 -0.002 0.258 0.22
H -2.449433 1.543083 -2.955698 0.461 -0.128 0.084 0.19
H -0.967010 1.278708 4.361098 -0.063 -0.173 -0.358 0.21
H 0.572173 0.712495 -5.313835 -0.058 -0.324 -0.283 0.21
H -1.343328 1.556767 2.631825 0.279 -0.400 0.206 0.23
H -0.448728 -0.279521 -6.401466 0.361 -0.049 0.348 0.21
H 1.470153 -0.157669 -2.926793 -0.384 -0.044 0.138 0.22
H -1.161438 1.783884 -1.613213 -0.358 -0.362 -0.160 0.19
H 0.746844 -1.070373 -5.327005 -0.166 0.384 -0.078 0.20
H 0.528074 -2.078257 4.414836 0.047 0.173 0.396 0.21
H -0.147906 -0.922538 5.605082 0.400 -0.003 -0.299 0.21
```
Forces are in eV/Å.

---

A cluster of 3 separate species, C4H11NO2 in total. Source: OMol25; level of theory: ωB97M-V with the def2-TZVPD basis set.

Properties
E_HOMO (alpha / beta) in eV: -10.060 / -7.102
ΔE to the lowest compared entry with this formula, charge and spin in kcal/mol: 113.4
Frontier orbital gap (alpha / beta) in eV: 10.9 / 7.0
Net charge: 0

The geometry in XYZ format:
```
18
Properties=species:S:1:pos:R:3:forces:R:3:nbo_charge:R:1
O -0.379070 0.136093 -1.423022 0.560 -0.937 0.283 -0.61
O -0.018720 -1.789002 -0.288197 0.048 0.025 -0.073 -0.68
N 0.055867 -1.309663 -3.266693 0.170 -0.476 -0.793 -0.65
C -0.014876 1.088081 0.897031 0.111 0.477 0.554 -0.09
C 1.308695 0.857217 1.522778 0.034 0.170 0.297 -0.69
C 0.375222 -0.665699 -0.892216 -0.941 0.678 -0.710 0.68
C -1.242030 0.547378 1.521710 -0.047 0.085 0.233 -0.69
H 1.435007 -0.180889 1.843120 0.019 -0.013 -0.024 0.21
H 1.410217 1.477367 2.430268 0.094 -0.092 -0.039 0.22
H -1.107275 -0.490819 1.839485 -0.025 -0.003 -0.011 0.21
H -1.493779 1.118417 2.431419 -0.058 -0.087 -0.062 0.21
H -0.974062 -1.882226 -0.430628 0.031 0.117 0.087 0.49
H -0.118755 1.942598 0.243090 0.012 -0.037 -0.027 0.18
H -2.099377 0.613858 0.851401 -0.004 -0.035 -0.004 0.22
H 1.463579 -0.591971 -0.890936 0.017 0.054 0.106 0.14
H 2.134140 1.132462 0.863825 0.006 -0.032 0.003 0.21
H 0.185533 -0.445242 -3.798147 -0.001 0.041 0.080 0.31
H -0.920314 -1.557960 -3.454289 -0.026 0.065 0.099 0.30
```
Forces are in eV/Å.

---

A cluster of 8 separate species, C5H29B2NO9PS in total. Source: OMol25; level of theory: ωB97M-V with the def2-TZVPD basis set.

Properties
E_HOMO in eV: -4.302
Frontier orbital gap in eV: 6.4
Net charge: -1

The geometry in XYZ format:
```
48
Properties=species:S:1:pos:R:3:forces:R:3:nbo_charge:R:1
S -1.029945 -3.734107 -1.134746 -0.501 -0.533 -0.198 -0.79
P -0.295460 -1.885656 -1.246393 0.054 -1.237 0.418 0.65
O -0.009269 1.606858 -5.722794 0.079 0.192 -0.011 -0.95
O -3.014734 -6.510040 -2.768570 -0.026 -0.035 -0.081 -0.96
O 4.385627 0.782956 2.248719 0.959 -0.169 0.286 -0.94
O -0.462368 6.081588 1.938867 -0.142 0.099 -0.114 -0.95
O -2.119094 0.430142 0.326727 -0.393 -1.087 0.293 -0.99
O 1.334775 -0.383185 -3.668074 0.016 0.400 -0.361 -0.96
O 3.748165 1.263155 -3.007631 0.069 0.136 -0.179 -0.96
O -2.469798 3.496713 0.953243 0.146 0.245 -0.256 -0.96
O 1.218383 -0.712308 3.035423 -0.238 1.766 -2.150 -0.61
N 0.970351 -0.123034 0.714646 1.996 0.409 1.292 -0.71
C -3.692646 -1.798115 2.283921 -0.151 0.958 0.563 -0.62
C 1.272468 0.145675 2.130785 0.294 -0.700 1.716 0.74
C 2.313362 -0.573638 0.153301 0.313 0.535 0.910 -0.43
C 1.752223 1.607167 2.598574 -0.086 -0.598 -0.890 -0.72
C -2.176617 -1.321210 2.421169 -0.425 -0.304 0.168 -0.81
B -1.538546 -0.660980 1.084252 -0.349 -0.276 -0.003 1.00
B -0.045992 -1.270423 0.558141 -0.328 1.007 0.601 -0.53
H 5.312143 0.943369 2.032946 -0.087 -0.014 -0.046 0.47
H 0.603555 2.183705 -5.250889 -0.001 -0.132 0.033 0.48
H 3.331930 0.671116 -3.649056 -0.133 -0.026 0.252 0.49
H -3.331529 -5.958665 -3.491010 0.067 0.018 0.101 0.46
H -3.913315 -2.409290 1.359858 0.494 0.559 1.005 0.21
H 2.624714 1.914815 1.944820 -1.520 -0.007 0.650 0.24
H 3.068772 1.392428 -2.337370 0.069 -0.067 -0.029 0.47
H -4.330396 -0.848050 2.230332 0.564 -1.339 0.068 0.18
H -3.040377 0.240860 0.073963 0.273 0.338 0.608 0.48
H -0.331439 2.150785 -6.449655 -0.029 -0.124 0.033 0.47
H 0.929723 -2.023427 -1.990636 -0.784 0.593 0.026 0.00
H -0.877822 5.482708 1.304100 0.024 -0.144 0.172 0.48
H 0.832886 -0.015084 -2.930819 0.019 -0.109 -0.006 0.48
H 0.745675 -0.277779 -4.427046 0.047 0.020 0.017 0.49
H -1.520149 -2.200017 2.730514 -0.822 1.161 -0.523 0.24
H 0.226539 -2.243220 1.208086 0.299 -0.365 -0.384 0.02
H 4.406873 -0.009464 2.800578 -0.169 0.055 -0.023 0.48
H -2.062968 -0.552916 3.262916 -0.357 -0.883 -0.922 0.22
H -1.255686 -1.134985 -2.003452 0.872 0.185 -0.109 -0.04
H -2.004084 2.712461 0.624876 -0.099 -0.231 0.185 0.50
H 2.143089 1.576623 3.658650 -0.665 -0.184 -1.207 0.22
H 2.290564 -1.706661 0.147504 0.384 1.215 -0.271 0.20
H -1.139602 6.210629 2.611042 0.065 -0.087 -0.036 0.46
H 3.117323 -0.217873 0.877433 -0.782 -0.606 -1.349 0.22
H -2.959502 3.814158 0.186928 -0.002 -0.064 0.075 0.46
H 2.538662 -0.114110 -0.854981 -0.352 -0.760 0.939 0.17
H 0.866957 2.304663 2.526308 1.037 -0.617 -0.060 0.22
H -2.400057 -5.935483 -2.292109 0.019 0.127 0.014 0.49
H -4.013161 -2.382141 3.207674 0.280 0.683 -1.219 0.20
```
Forces are in eV/Å.

---

An isolated molecule of C2H8NOP. Source: OMol25; level of theory: ωB97M-V with the def2-TZVPD basis set.

Properties
E_HOMO in eV: -9.982
ΔE to the lowest compared entry with this formula, charge and spin in kcal/mol: 48.4
Frontier orbital gap in eV: 10.9
Net charge: 0
SMILES: CN[P@H](C)=O

The geometry in XYZ format:
```
13
Properties=species:S:1:pos:R:3:forces:R:3:nbo_charge:R:1
P -0.013461 -0.338725 -1.150794 1.060 -0.421 2.634 1.95
O 0.687442 -0.797104 -2.311650 1.156 -0.833 -2.871 -1.08
N 1.039329 0.599962 -0.204943 -0.408 3.105 2.623 -1.04
C 0.250385 1.476690 1.177131 -0.312 -5.271 -4.690 -0.37
C -0.699743 -1.665876 -0.107599 3.525 0.057 1.204 -1.03
H -0.733958 -2.698145 -0.527212 -0.132 1.101 0.113 0.27
H 0.160966 -1.627835 0.682044 -1.523 -0.655 -0.874 0.24
H 0.938254 1.915752 1.773914 2.396 0.769 1.832 0.20
H -1.122213 0.361591 -1.260493 -1.996 1.750 -0.749 -0.18
H -0.264288 0.557664 1.529341 0.105 1.330 0.501 0.21
H -0.336563 2.187435 0.688761 -1.297 0.934 -0.500 0.19
H -1.570208 -1.308132 0.378193 -1.094 -0.042 0.397 0.23
H 1.664059 1.336723 -0.666693 -1.481 -1.822 0.380 0.41
```
Forces are in eV/Å.

---

A cluster of 2 separate species, C2H3ClS in total. Source: OMol25; level of theory: ωB97M-V with the def2-TZVPD basis set.

Properties
E_HOMO (alpha / beta) in eV: -9.752 / -8.342
ΔE to the lowest compared entry with this formula, charge and spin in kcal/mol: 107.5
Frontier orbital gap (alpha / beta) in eV: 9.3 / 7.9
Net charge: 0

The geometry in XYZ format:
```
7
Properties=species:S:1:pos:R:3:forces:R:3:nbo_charge:R:1
Cl -1.856547 -0.983404 0.114522 -0.520 -0.261 0.567 0.04
S -0.288575 1.749388 0.197409 -0.876 -0.099 0.077 0.26
C 0.626273 0.314063 0.157562 -0.905 -0.583 1.779 -0.34
C -0.660340 0.082932 -0.488271 1.677 0.595 1.783 -0.36
H -0.545863 -0.036194 -1.489687 -0.342 0.080 -3.025 0.21
H 1.077395 -1.449971 1.551875 -0.296 0.823 -0.417 -0.04
H 1.647659 0.323189 -0.043407 1.262 -0.555 -0.766 0.22
```
Forces are in eV/Å.

---

Calculated molecular weight, 161.1 140.3 105.1 332.0 93.1 94.6 g mol⁻¹ (same order as the records).